Below is a structure of composition C20H43N2NdP3S2, with properties calculated with wB97M-V/def2-TZVPD.

Geometry (Å):
Nd -0.0658 -0.3126 -0.2680
P -0.1722 -2.8590 0.6843
P 2.7381 -0.2277 0.7354
P -3.0680 -0.0611 -0.2737
H 3.2241 2.7891 -2.2753
C 2.3029 3.3506 -2.2499
C 1.6135 3.5558 -1.1188
H 1.8841 3.0827 -0.1790
C 0.2126 -4.0213 -0.6476
C 0.8972 -3.3263 2.0627
C -1.7976 -3.2941 1.3338
C 3.8273 1.2209 0.6274
C 3.2905 -0.8345 2.3812
C 3.6145 -1.4155 -0.3594
C -3.8518 1.5837 -0.5613
C -3.9706 -0.4774 1.2625
C -4.0304 -1.0269 -1.5071
H 1.8938 3.6775 -3.1959
H 0.6963 4.1455 -1.0832
H 0.0912 -5.0285 -0.2383
H 1.2458 -3.8707 -0.9951
H -0.4756 -3.8638 -1.4909
H 0.5735 -4.3343 2.3428
H 0.7470 -2.6327 2.9027
H 1.9488 -3.3222 1.7544
H -1.6981 -4.3153 1.7172
H -2.5668 -3.2367 0.5531
H -2.0545 -2.6107 2.1549
H 4.8363 0.9058 0.2985
H 3.9004 1.6864 1.6258
H 3.4321 1.9827 -0.0610
H 4.2476 -1.3592 2.2756
H 2.5624 -1.5140 2.8297
H 3.4009 0.0173 3.0606
H 4.6899 -1.3224 -0.1592
H 3.4028 -1.1641 -1.4063
H 3.2699 -2.4429 -0.1835
H -4.7328 1.4567 -1.2042
H -3.1335 2.2446 -1.0576
H -4.1629 2.0120 0.3970
H -5.0310 -0.5541 1.0183
H -3.8035 0.3329 1.9842
H -3.6202 -1.4265 1.6816
H -5.0401 -0.6088 -1.6015
H -4.0976 -2.0748 -1.1875
H -3.5103 -0.9700 -2.4700
C -1.1713 1.3143 -4.0078
C -1.6855 0.3640 -4.9179
C -1.8757 0.7787 -6.2423
C -1.6382 2.1222 -6.6084
C -1.2845 3.0706 -5.6417
C -1.0945 2.6817 -4.3204
S -0.5510 0.8453 -2.4976
H 0.2783 -0.3434 -2.7021
H -1.8422 -0.6604 -4.5974
H -2.1639 0.0504 -6.9997
H -1.7001 2.4133 -7.6539
H -1.1081 4.1205 -5.8916
H -0.7800 3.3753 -3.5174
S -0.7091 0.9240 2.1718
C 0.4122 0.8249 3.4993
N 1.2228 1.8212 3.9052
C 1.7696 1.5826 5.2381
C 1.3301 0.1628 5.5393
N 0.5200 -0.1929 4.3807
H 1.2676 2.7074 3.4087
H 1.3543 2.2779 5.9713
H 2.8580 1.6872 5.2291
H 0.7377 0.1045 6.4499
H 2.1875 -0.5040 5.6325
H 0.0056 -1.0641 4.2629

## Properties
2S+1: 4
Net charge: +3
Kohn-Sham gap (spin up / spin down) in eV: 7.300 / 7.416

Results of the Löwdin charge analysis, in e, for atoms 1 through 4: Nd 0.894; P 0.629; P 0.710; P 0.675

=====

Below is a structure of composition C20H43N2OP3ReS, with properties calculated with wB97M-V/def2-TZVPD.

Geometry (Å):
Re 0.0414 0.1184 -0.1343
P 1.5235 0.8542 1.3703
P -0.8328 2.1430 -0.7106
P 1.9071 -0.4170 -1.5390
H -1.1745 -3.0108 0.5990
C -0.0963 -2.8928 0.3982
C 0.7416 -2.2503 1.3871
H 0.2985 -1.9769 2.3514
C 0.9841 1.2636 3.0828
C 2.2713 2.5080 0.9261
C 3.0819 -0.0249 1.8377
C -2.4852 2.1847 -1.4939
C -1.1162 3.2463 0.7222
C 0.2388 2.9017 -1.9805
C 2.8059 -1.9787 -1.1840
C 3.3492 0.7135 -1.7001
C 1.4850 -0.6234 -3.3153
H 0.2633 -3.6999 -0.2173
H 1.8124 -2.4342 1.3118
H 0.9718 0.3607 3.7033
H -0.0219 1.6976 3.1220
H 1.6933 1.9851 3.5177
H 1.5031 3.2466 0.6592
H 2.9595 2.4062 0.0805
H 2.8233 2.8576 1.8100
H 2.8507 -1.0099 2.2511
H 3.5933 0.5681 2.6107
H 3.7635 -0.1624 0.9905
H -2.3786 1.9906 -2.5654
H -2.9009 3.1909 -1.3563
H -3.1374 1.4355 -1.0238
H -1.0630 4.2653 0.3217
H -0.3681 3.0989 1.5091
H -2.1255 3.0409 1.1108
H -0.2798 3.7990 -2.3283
H 0.3525 2.1909 -2.8162
H 1.2153 3.1596 -1.5515
H 3.4081 -2.2221 -2.0675
H 2.1364 -2.8183 -0.9838
H 3.4725 -1.8532 -0.3241
H 3.9704 0.3320 -2.5210
H 3.9507 0.7529 -0.7848
H 2.9995 1.7164 -1.9688
H 2.3963 -0.9358 -3.8457
H 1.1463 0.3402 -3.7162
H 0.6939 -1.3760 -3.4394
C -1.9071 -1.2361 -2.3513
C -3.0248 -0.7457 -3.1019
C -3.1855 -1.2170 -4.4024
C -2.4663 -2.3343 -4.8562
C -1.6306 -3.0200 -3.9591
C -1.4358 -2.5588 -2.6547
O -1.2749 -0.4087 -1.5596
H 0.0113 -1.9625 -0.1991
H -3.5634 0.1249 -2.7166
H -3.8626 -0.6804 -5.0682
H -2.5555 -2.6857 -5.8847
H -1.1299 -3.9328 -4.2929
H -0.8476 -3.1103 -1.9059
S -2.0074 -0.3068 1.2296
C -1.8758 -0.3939 2.9372
N -1.5488 -1.4662 3.6790
C -1.6037 -1.1710 5.0904
C -1.9070 0.3167 5.1323
N -2.1088 0.6597 3.7366
H -1.4623 -2.3957 3.2764
H -0.6519 -1.4098 5.5637
H -2.3972 -1.7434 5.5689
H -1.0681 0.8981 5.5326
H -2.8034 0.5311 5.7160
H -2.4170 1.5666 3.3844

## Properties
2S+1: 4
Net charge: +4
ΔE to the lowest compared entry with this formula, charge and spin in kcal/mol: 56.4
Kohn-Sham gap (spin up / spin down) in eV: 6.775 / 5.974

Results of the Löwdin charge analysis, in e, for atoms 1 through 4: Re 0.778; P 0.622; P 0.707; P 0.738